C27H18BrI2O5S4Zr | ωB97M-V with the def2-TZVPD basis set

Strongest force on any atom   1.7 eV/A
HOMO-LUMO gap   6.220 eV
Calculated total energy   -169402.3066 eV
Relative energy (zero: lowest compared OMol25 entry of this formula, charge and spin)   0.995 eV
E_LUMO   1.986 eV

ORCA input file:
```
! wB97M-V def2-TZVPD RIJCOSX def2/J DEFGRID3
* xyz -1 1
I -2.59 2.40 0.70
I 6.47 5.07 -3.41
Zr 0.16 1.54 1.04
Br -0.99 -3.00 3.25
S 2.26 1.43 2.79
S 3.75 -1.13 2.42
S -0.27 -1.31 -0.35
S 2.28 0.17 0.18
O 0.44 2.46 -0.91
O -0.55 0.18 -0.41
O -0.66 1.70 3.06
O -0.19 -0.20 2.13
O 1.08 3.42 0.94
C 0.51 -0.83 -2.96
C 1.84 -2.37 -4.23
C -3.39 0.17 5.70
C -4.30 -2.86 -1.88
C -3.44 -3.71 -1.20
C 4.33 5.16 -1.26
C -0.80 0.46 3.05
C -1.94 -1.62 4.14
C 0.58 -1.69 -1.88
C 2.52 3.61 -0.99
C -2.73 -1.06 -1.60
C 1.93 -3.21 -3.13
C 1.30 -2.87 -1.94
C -3.95 -1.53 -2.07
C 1.29 3.16 -0.29
C -3.63 -1.19 5.80
C 4.15 3.24 -2.72
C -2.23 -3.25 -0.73
C -2.43 0.63 4.83
C 3.00 2.85 -2.05
C -1.70 -0.24 4.01
C 2.81 0.10 1.85
C 3.20 4.75 -0.58
C -2.90 -2.08 5.03
C 4.78 4.41 -2.33
C 1.14 -1.18 -4.14
C -1.87 -1.93 -0.95
H -4.62 -0.84 -2.57
H -5.25 -3.22 -2.24
H -4.40 -1.57 6.47
H 4.86 6.06 -0.96
H -1.56 -3.91 -0.19
H -2.22 1.68 4.72
H -2.46 -0.02 -1.71
H -3.05 -3.15 5.13
H 2.33 -2.64 -5.16
H -3.73 -4.75 -1.03
H 1.39 -3.49 -1.06
H 2.51 -4.13 -3.19
H 1.08 -0.51 -5.00
H 2.48 1.94 -2.32
H -0.03 0.11 -2.86
H 4.55 2.63 -3.52
H 2.83 5.30 0.27
H -3.96 0.86 6.31
*
```

Results of the Mulliken charge analysis, in e, for atoms 1 through 4: I -0.516; I 0.033; Zr -0.620; Br -0.160